Computed, not measured: a cluster of 11 separate species, C71H157N8O10 in total in a non-equilibrium geometry, with wB97M-V/def2-TZVPD.

```
246
Properties=species:S:1:pos:R:3:forces:R:3
C 7.13965 6.00751 -0.13478 -0.84 0.34 -0.80
C 5.71923 5.74642 0.43465 1.01 -1.19 1.84
C 4.61226 5.57980 -0.57715 0.11 0.52 0.49
N 3.18808 5.23643 0.02157 0.50 -2.59 -0.29
C 2.64524 6.40122 0.89845 -1.09 -2.24 -0.79
C 2.39402 7.57591 0.02571 1.13 1.01 1.22
C 1.51099 7.36828 -1.15788 -1.10 -1.25 -0.78
C 1.94633 6.15081 -1.97065 1.11 0.60 -1.02
C 2.26225 4.88386 -1.20322 0.46 1.19 0.51
C 3.24590 3.86953 0.90483 -0.47 2.39 -0.10
H 7.91096 6.04684 0.63439 -0.31 0.20 0.05
H 7.11700 6.92405 -0.72430 0.27 0.32 0.31
H 7.46937 5.27083 -0.86737 -0.25 -0.42 0.15
H 5.50562 6.41272 1.27042 -0.24 1.02 -0.60
H 5.81846 4.87228 1.07818 -0.08 -0.83 -0.40
H 4.91687 4.84459 -1.32197 -0.50 -0.41 0.18
H 4.60172 6.52686 -1.11666 -0.77 -0.10 -0.08
H 3.28864 6.48617 1.77419 0.21 0.38 -0.40
H 1.66776 6.07574 1.25443 0.00 -0.54 0.18
H 3.40637 7.87506 -0.24584 -0.24 0.76 -0.51
H 1.99740 8.34427 0.68935 0.07 0.26 -0.14
H 1.49891 8.28255 -1.75124 0.04 -0.20 -0.17
H 0.46927 7.09989 -0.98216 -0.29 0.67 1.09
H 2.80585 6.52412 -2.52739 0.37 -0.59 -0.20
H 1.24436 5.82909 -2.73995 -0.31 0.43 -0.01
H 2.76195 4.18756 -1.87670 0.59 0.04 0.34
H 1.35461 4.34018 -0.94111 0.03 0.20 0.98
H 3.92847 3.14669 0.45795 -0.10 0.29 0.07
H 2.23198 3.49788 1.05293 -0.12 -0.14 -0.92
H 3.48657 4.18742 1.91929 0.86 -0.07 -0.19
C 0.15748 4.92771 3.81860 -0.35 -0.32 0.67
C -0.36893 3.65946 4.56906 1.07 0.98 -0.12
C -1.75585 3.25329 4.24536 0.49 -1.06 -0.79
N -2.25977 2.09451 5.15466 -0.08 1.89 0.19
C -3.65882 1.78910 4.54622 0.37 -1.94 1.00
C -3.60674 0.88515 3.30705 0.72 -0.23 1.05
C -2.74737 -0.40231 3.55624 0.62 0.83 -0.38
C -1.27559 0.01455 3.94861 -0.72 1.01 0.74
C -1.24804 0.86295 5.29465 -2.00 -0.48 -1.59
C -2.50907 2.64817 6.58679 -0.61 0.30 -1.22
H 0.51370 4.78676 2.79814 -0.25 -0.52 -0.05
H 1.01000 5.29546 4.38963 -0.08 0.23 -0.03
H -0.60912 5.70176 3.78270 0.05 0.14 0.13
H -0.33216 3.85485 5.64077 0.55 0.03 0.01
H 0.30364 2.85060 4.28358 0.11 -0.13 0.40
H -1.69490 2.90380 3.21471 -0.56 -0.48 0.06
H -2.44251 4.09897 4.20755 -0.32 -0.29 0.67
H -4.33724 2.63698 4.45161 1.00 0.82 -0.31
H -4.16968 1.28823 5.36857 0.07 -0.71 -0.09
H -3.15383 1.37246 2.44363 -0.17 0.25 0.01
H -4.66661 0.72106 3.11247 0.09 -0.53 -0.30
H -2.71058 -0.96520 2.62356 0.17 -0.02 -0.02
H -3.15578 -1.12653 4.26110 -0.12 0.29 0.30
H -0.80553 0.64785 3.19623 -0.39 0.28 -0.44
H -0.58753 -0.83082 3.95250 -0.26 -0.29 0.66
H -0.26534 1.22479 5.59709 -0.26 0.30 -0.13
H -1.70238 0.31709 6.12152 0.14 -0.16 -0.05
H -3.22229 3.46046 6.44680 0.15 0.19 0.03
H -1.61525 3.04758 7.06601 0.01 -0.40 -0.20
H -3.04538 1.93039 7.20749 0.47 -0.35 -0.18
C 4.62709 -0.85588 9.59291 -0.58 -0.23 0.26
C 4.27345 -0.46686 8.14949 0.05 -0.81 -0.25
C 3.78741 -1.71241 7.35223 1.16 1.26 -0.08
N 3.67404 -1.48899 5.81131 -1.81 -1.13 -1.02
C 2.71886 -0.30304 5.49059 0.73 0.24 0.20
C 2.65109 0.06150 4.01377 0.01 -1.03 -0.38
C 4.00246 0.35525 3.37082 0.46 -0.04 0.85
C 4.99276 -0.77641 3.64207 -1.24 -0.64 -0.48
C 4.98795 -1.27906 5.07926 1.37 1.30 1.75
C 3.04210 -2.84805 5.26963 0.41 1.63 0.37
H 3.81489 -0.56372 10.25854 0.16 0.19 0.09
H 5.54985 -0.37645 9.91966 -0.13 -0.19 0.03
H 4.68227 -1.93606 9.72808 0.42 -0.04 -0.08
H 5.16543 -0.02022 7.71018 -0.23 0.13 -0.26
H 3.44689 0.24162 8.20369 0.24 0.24 -0.32
H 2.83549 -1.98544 7.80764 -0.29 -0.19 -0.75
H 4.46126 -2.56449 7.44170 0.11 0.11 0.10
H 3.06072 0.60595 5.98554 0.36 -0.41 0.59
H 1.73670 -0.55657 5.88956 0.08 -0.18 -0.01
H 1.95589 0.88710 3.86157 -0.14 -0.07 0.18
H 2.22657 -0.83515 3.56221 -0.24 0.22 -0.71
H 4.49503 1.22816 3.79919 -0.41 0.42 0.28
H 3.95517 0.57296 2.30383 -0.32 -0.25 -0.06
H 5.96090 -0.36350 3.35868 0.29 -0.68 0.32
H 4.74466 -1.64086 3.02622 0.20 0.04 -0.46
H 5.50136 -0.52496 5.67579 -0.12 0.29 0.13
H 5.65784 -2.12601 5.22771 -0.53 -0.45 -0.19
H 3.77978 -3.64266 5.38152 0.00 0.22 0.08
H 2.80057 -2.69177 4.21828 -0.03 -0.19 0.19
H 2.15914 -3.05371 5.87477 0.05 0.02 -0.20
C 1.19343 -3.14848 1.40476 0.35 0.12 -0.65
C 0.02237 -4.07601 1.06487 0.08 -1.27 1.12
C 0.48499 -5.56447 0.84640 -0.75 1.16 -1.68
N -0.66034 -6.53914 0.40733 -0.09 -0.63 -0.09
C 0.05892 -7.81731 -0.17719 -0.23 0.46 1.21
C -0.79206 -9.03252 -0.21888 -0.25 -0.84 -0.66
C -1.47674 -9.31272 1.08138 -2.08 -0.62 0.43
C -2.30207 -8.12121 1.58227 0.59 0.48 -0.89
C -1.47587 -6.85268 1.67021 0.50 -0.53 0.93
C -1.63787 -5.98667 -0.66925 0.91 0.03 0.95
H 1.99166 -3.31525 0.68148 -0.02 0.41 -0.14
H 1.66039 -3.17952 2.38918 -0.22 -1.10 0.36
H 0.87219 -2.10766 1.44470 -0.22 0.23 -0.77
H -0.50525 -3.79300 0.15403 0.31 0.43 0.09
H -0.65985 -3.98477 1.91006 -0.54 -0.33 -0.19
H 1.06869 -5.96641 1.67455 -0.60 -0.35 0.11
H 1.12618 -5.57359 -0.03502 0.20 0.22 -0.03
H 0.79381 -8.11543 0.57057 0.49 0.76 -0.05
H 0.50922 -7.65164 -1.15591 0.01 0.77 0.24
H -0.11033 -9.84679 -0.46444 0.17 -0.10 0.05
H -1.48187 -9.06586 -1.06218 -0.34 0.36 0.06
H -0.89745 -9.81141 1.85845 0.60 0.58 0.02
H -2.25107 -10.06107 0.91262 0.09 -0.33 -0.28
H -2.79356 -8.36936 2.52299 0.09 0.41 0.01
H -3.06580 -7.84666 0.85465 -0.47 -0.64 -0.05
H -0.75818 -6.99471 2.47820 0.26 0.21 -0.08
H -2.09161 -5.99307 1.93485 0.09 0.27 -0.16
H -1.04652 -5.67992 -1.53199 0.03 0.33 0.04
H -2.21925 -5.20337 -0.18291 0.38 0.23 -0.13
H -2.37790 -6.71952 -0.99079 0.45 -0.51 0.33
C 3.41560 -2.08316 -5.82504 1.17 0.37 1.03
C 3.51061 -0.88981 -4.86249 0.70 0.33 0.98
C 3.39524 -1.26853 -3.32660 -0.03 0.21 -1.82
N 4.01872 -0.29236 -2.30882 -1.07 -0.04 -0.74
C 3.58878 -0.74549 -0.88454 -0.43 -0.41 -0.52
C 4.11323 -2.11606 -0.45901 2.12 0.30 -0.88
C 5.66707 -2.04699 -0.57892 -1.10 0.06 -0.31
C 6.21690 -1.50177 -1.89963 -0.45 0.03 -0.50
C 5.54926 -0.23086 -2.48861 -0.26 -0.23 1.52
C 3.43206 1.08905 -2.52951 0.62 -0.09 0.05
H 4.26189 -2.72635 -5.58376 -0.19 -0.41 -0.12
H 3.62522 -1.69384 -6.82133 -0.58 -0.26 -0.13
H 2.49334 -2.64496 -5.67697 0.08 0.09 -0.40
H 2.74838 -0.17792 -5.17922 -0.21 0.25 0.50
H 4.45816 -0.36194 -4.97025 0.15 -0.11 -0.54
H 3.88883 -2.21810 -3.11975 -0.48 -0.06 -0.19
H 2.30802 -1.30799 -3.25966 0.12 -0.33 1.35
H 2.50466 -0.85239 -0.92161 -0.09 0.64 -0.10
H 3.89149 0.11985 -0.29492 -0.01 -0.35 0.50
H 3.69545 -2.91171 -1.07586 -0.23 0.09 -0.15
H 3.91202 -2.41260 0.57040 -0.45 0.59 -0.01
H 6.10085 -3.04317 -0.49188 0.06 0.15 0.50
H 5.96539 -1.37524 0.22597 0.48 -0.20 0.20
H 6.14348 -2.26577 -2.67360 0.15 -0.18 0.07
H 7.27395 -1.35999 -1.67461 0.06 0.41 -0.64
H 5.78947 -0.03580 -3.53377 -0.20 -0.32 0.08
H 5.84640 0.66532 -1.94394 0.04 0.03 0.19
H 2.34575 1.07285 -2.61766 0.15 -0.36 -0.06
H 3.91955 1.53515 -3.39636 -0.24 -0.22 -0.20
H 3.65922 1.74812 -1.69158 0.15 -0.31 0.23
C -1.04553 6.27256 -6.71227 -0.92 -0.43 -0.19
C -0.65828 5.02279 -5.84738 0.66 1.46 -0.76
C -1.81283 4.16219 -5.45769 -0.16 -0.93 0.90
N -1.46046 3.04188 -4.35507 -0.27 -0.06 -1.68
C -2.83840 2.38137 -4.00582 1.63 -0.52 0.48
C -2.66508 1.04130 -3.20505 0.09 0.02 -1.31
C -1.61629 0.06417 -3.88279 -1.78 1.04 1.69
C -0.31519 0.71697 -4.28716 -0.14 -0.22 -0.18
C -0.48744 2.01923 -5.06448 -0.85 -0.42 0.93
C -0.82257 3.55636 -3.08499 -0.24 -0.79 -0.99
H -1.62450 7.00383 -6.14823 0.17 0.01 0.21
H -1.69225 6.01388 -7.55068 -0.13 -0.37 0.01
H -0.22792 6.78933 -7.21483 0.38 -0.25 0.55
H -0.18087 5.44276 -4.96205 0.25 -0.23 0.12
H 0.06617 4.46742 -6.44306 0.11 -0.17 0.27
H -2.20082 3.60238 -6.30867 0.11 -0.15 0.06
H -2.66123 4.72490 -5.06823 0.13 0.09 0.33
H -3.33395 2.25869 -4.96887 0.02 -0.25 0.11
H -3.37702 3.13298 -3.42869 0.00 -0.04 -0.04
H -3.63712 0.55444 -3.28388 -0.11 -0.01 0.08
H -2.52025 1.18183 -2.13390 0.39 0.25 -0.07
H -2.14571 -0.38714 -4.72192 0.31 0.19 -0.43
H -1.45869 -0.77160 -3.20107 0.23 0.07 0.11
H 0.03299 -0.08415 -4.93914 1.01 0.57 -0.39
H 0.43325 0.90241 -3.51674 -0.36 -0.48 0.47
H -0.91646 1.69951 -6.01412 -0.04 0.90 -0.22
H 0.48626 2.50547 -5.12433 -0.32 0.21 -0.50
H 0.17843 3.94197 -3.27838 -0.22 0.17 -0.24
H -0.69367 2.66232 -2.47493 -0.19 0.37 0.52
H -1.48654 4.31518 -2.67092 0.19 -0.15 0.20
C -3.60149 -3.11396 -1.84890 -0.88 -1.39 -0.22
C -3.46810 -3.56738 -3.30997 0.34 1.53 -0.48
C -4.62384 -4.37860 -3.86084 0.03 -1.26 0.14
N -4.46314 -4.89772 -5.29035 -1.15 1.15 0.79
C -3.10303 -5.57885 -5.55379 -1.03 -0.35 0.12
C -2.94229 -6.79819 -4.63798 -0.83 -1.06 -1.05
C -4.07903 -7.84856 -4.91380 1.41 -0.06 -0.35
C -5.44124 -7.24128 -4.86529 -0.59 -0.08 0.61
C -5.63514 -5.92456 -5.56433 1.13 0.75 -0.45
C -4.72504 -3.65624 -6.14671 1.01 -1.28 -0.40
H -3.58491 -4.05775 -1.30383 0.43 0.47 0.82
H -4.58034 -2.69602 -1.61376 -0.12 0.15 -0.29
H -2.86088 -2.36665 -1.56406 0.23 -0.50 0.10
H -2.53691 -4.10936 -3.47503 0.08 -0.17 0.32
H -3.30725 -2.61505 -3.81524 -0.25 -0.05 -0.81
H -5.61467 -3.92523 -3.88945 0.22 0.38 0.38
H -4.70844 -5.28326 -3.25874 -0.11 0.10 0.21
H -2.25242 -4.89790 -5.52432 -0.36 0.33 0.35
H -3.18332 -5.92521 -6.58417 0.02 -0.07 -0.07
H -2.92217 -6.59818 -3.56667 0.31 0.37 -0.12
H -2.01561 -7.27068 -4.96373 0.23 0.16 0.44
H -3.97886 -8.70185 -4.24300 -0.18 0.30 0.50
H -3.92314 -8.37342 -5.85631 0.18 0.50 -0.48
H -5.72385 -7.09285 -3.82308 -0.19 -0.14 0.12
H -6.16728 -7.92862 -5.29948 -0.16 0.01 0.12
H -6.58229 -5.49649 -5.23604 0.23 0.43 -0.01
H -5.65872 -5.98757 -6.65225 0.07 -0.21 -0.02
H -4.01622 -2.88448 -5.84660 0.11 -0.22 -0.29
H -5.72719 -3.23916 -6.04751 -0.07 -0.58 0.22
H -4.55653 -4.03562 -7.15457 -0.02 0.66 -0.20
C -5.56009 7.65441 1.85444 -0.70 -1.94 -1.24
N -5.10068 6.17096 1.63426 0.63 0.76 0.63
C -5.10246 5.63904 3.05740 0.25 -1.32 -1.56
C -5.92493 5.26422 0.69533 1.06 0.57 0.46
C -3.64222 6.28361 1.10763 -0.11 -1.36 -0.96
C -2.93365 5.02286 0.48180 -0.96 -0.73 1.54
O -3.12795 3.89932 1.35838 -0.65 1.61 -0.22
H -5.37013 8.27890 0.98149 0.15 -0.16 0.10
H -5.03191 7.98184 2.74993 -0.47 0.23 -0.20
H -6.63020 7.45781 1.92017 -0.06 0.95 0.66
H -4.87540 4.59913 2.82261 0.62 -0.13 1.06
H -6.08053 5.63555 3.53852 -0.03 0.63 -0.28
H -4.34221 6.21675 3.58311 -0.18 -0.51 0.29
H -5.45646 4.28028 0.71776 0.52 0.23 -0.21
H -5.80901 5.75824 -0.26935 -0.61 -0.39 -0.09
H -6.93673 5.01608 1.01594 -0.14 1.09 0.13
H -3.02224 6.61908 1.93900 -0.26 0.37 -0.15
H -3.73663 6.98428 0.27803 0.33 0.39 0.36
H -1.86271 5.20536 0.39301 0.10 0.51 0.08
H -3.27852 4.77060 -0.52096 -0.39 0.22 -0.11
H -2.51033 3.21655 1.08638 0.77 -0.99 -0.29
O -0.80294 0.04446 -0.03466 -0.88 -2.38 -0.02
C -0.48901 1.29744 0.15901 -0.11 2.56 0.81
O 0.59708 1.67645 -0.29907 1.69 0.62 -0.81
O -1.29955 2.00830 0.79332 -0.67 0.22 0.22
H 0.02302 -0.33568 -0.34270 0.05 -0.56 -0.33
O -4.96572 -3.25385 3.09825 -2.85 1.38 0.08
C -3.92543 -4.02232 3.22504 2.79 -4.54 2.48
O -2.93770 -3.60536 2.59290 2.53 1.48 -2.17
O -3.87030 -5.05153 3.92413 -1.28 0.55 -0.16
H -4.48792 -2.68934 2.48618 -0.72 1.20 -0.65
O 2.37397 -4.66458 -3.93915 2.91 0.99 -0.13
C 1.35881 -4.59154 -3.09407 0.08 1.57 2.53
O 0.41239 -5.17021 -3.61942 -4.27 -1.40 0.13
O 1.43814 -3.99914 -2.00802 0.23 0.50 0.70
H 1.72499 -5.16466 -4.43948 0.84 -1.28 -2.92
```
Forces are in eV/Å.

Results
Max |F|, eV Å⁻¹: 5.879
Frontier orbital gap, eV: 5.232
Charge: +5

Löwdin atomic charge list, values in e, 6 entries: number 1, C, carries -0.06; number 2, C, carries -0.25; number 3, C, carries -0.11; number 4, N, carries -0.15; number 5, C, carries -0.10; number 6, C, carries -0.18